{
  "formula": "C3H4O3Yb",
  "method": "ωB97M-V with the def2-TZVPD basis set",
  "e_homo_ha": [-0.92691, -0.86284],
  "total_charge": 3,
  "multiplicity": 2,
  "lumo_energy_ev": [-14.7, -18.8],
  "de_lowest_ev": 3.454,
  "homo_lumo_gap_ev": [10.5, 4.7],
  "largest_force_ha_per_bohr": 0.086,
  "elements": ["C", "O", "C", "C", "O", "O", "H", "H", "H", "Yb", "H"],
  "xyz": [[2.375203, -0.395840, 1.154574], [0.071862, -0.861947, -0.155997], [0.401297, 0.324997, 0.091209], [1.804674, -1.734631, 1.308082], [1.677414, 0.554217, 0.599011], [-0.400241, 1.260637, 0.093877], [3.085986, -0.005101, 1.889900], [0.938461, -1.660727, 1.982435], [2.536458, -1.955267, 0.369141], [-2.149118, 0.040087, -1.013601], [2.440219, -2.319735, 1.999127]],
  "forces_ev_per_angstrom": [[-3.3654, 1.6286, 2.4027], [-0.2879, -0.4249, -0.6932], [-0.4038, 0.4301, 1.4732], [4.1075, 1.3837, -0.3849], [1.3966, -0.3563, 0.0477], [0.2996, -0.6813, -1.0327], [1.3945, 0.0799, -0.9106], [-1.2658, -0.5798, -1.1549], [-2.0962, -1.4141, 0.1079], [-0.1061, 0.2751, 0.0710], [0.3270, -0.3410, 0.0740]]
}


{
  "formula": "C13H19F2N7O8S2V",
  "method": "ωB97M-V with the def2-TZVPD basis set",
  "e_homo_ha": [-0.22823, -0.22820],
  "total_charge": -1,
  "multiplicity": 3,
  "lumo_energy_ev": [-0.4, -0.3],
  "homo_lumo_gap_ev": [5.8, 5.9],
  "largest_force_ha_per_bohr": 0.244,
  "elements": ["O", "V", "N", "S", "O", "O", "F", "S", "O", "O", "F", "O", "C", "O", "O", "H", "C", "C", "N", "H", "H", "H", "C", "C", "N", "H", "H", "H", "C", "C", "N", "H", "H", "H", "C", "C", "N", "H", "H", "H", "C", "C", "N", "H", "H", "H", "C", "C", "N", "H", "H", "H"],
  "xyz": [[-2.334331, 1.229509, 3.416474], [-0.789596, 1.643733, 2.940312], [-0.487712, 0.076811, 1.544908], [0.678946, -0.090872, 0.230544], [0.166213, 0.209565, -1.140357], [1.895585, -0.866175, 0.457382], [1.159803, 1.413665, 0.505893], [-1.067360, -1.250471, 1.101285], [-0.348148, -2.455091, 1.481705], [-1.894858, -1.378919, -0.146830], [-2.217557, -1.283602, 2.257831], [1.400008, 1.715751, 3.170661], [2.266981, 1.614856, 4.253418], [3.323922, 1.019074, 4.162412], [1.881687, 2.049463, 5.347026], [2.050096, 1.229296, 2.658468], [-5.343269, 0.852006, -0.375446], [-5.224484, 0.004300, 0.786628], [-5.045191, -0.712143, 1.689467], [-6.094693, 0.384033, -1.011415], [-4.387922, 0.917665, -0.896115], [-5.607804, 1.870818, -0.092336], [-0.250579, -0.522942, -4.322705], [-0.892866, -1.420468, -5.348685], [-1.315226, -2.150890, -6.155279], [-0.995512, 0.257886, -4.169457], [0.736596, -0.297989, -4.726426], [-0.194076, -1.063300, -3.377769], [2.557848, -3.765245, 1.197323], [3.836527, -4.132997, 1.620524], [4.908246, -4.424386, 1.892988], [2.072431, -3.162327, 1.964764], [2.039857, -4.707070, 1.016345], [2.609584, -3.199747, 0.266921], [-4.348218, -3.677989, -0.501953], [-5.787238, -3.707354, -0.927136], [-6.916070, -3.685215, -1.195046], [-4.493877, -3.999517, 0.529308], [-3.973974, -2.654257, -0.499252], [-3.742407, -4.383511, -1.070579], [4.508874, 3.402429, 0.604080], [5.193752, 3.065613, 1.903729], [5.821016, 2.861860, 2.919354], [5.080719, 3.163604, -0.292611], [4.348066, 4.475782, 0.503319], [3.569467, 2.855730, 0.686170], [2.067083, 3.461920, -2.183565], [1.636589, 4.377695, -3.164961], [1.221529, 5.155049, -3.884842], [1.341593, 3.232215, -1.403175], [2.882306, 3.889987, -1.600243], [2.497644, 2.562161, -2.623051]],
  "forces_ev_per_angstrom": [[4.0497, 1.6517, -1.1514], [-3.0266, -1.4593, 1.8014], [3.3169, 0.7964, -3.0375], [3.4079, 4.7757, -3.5055], [0.8436, -2.1530, 3.3224], [-2.9283, 1.0208, -0.2188], [0.6407, 0.3940, 0.6430], [-9.4204, -8.1259, 1.6110], [0.5048, 1.6915, -1.1408], [2.7166, 1.1804, 2.8055], [0.8574, 0.2687, -1.1470], [-0.6023, 0.0220, -1.2487], [1.0961, 0.3703, 7.0617], [0.7997, -0.9428, -3.3762], [-2.1862, 1.2588, -0.6736], [-0.1309, -0.5774, -1.8613], [-0.0435, 0.1771, -0.2496], [0.9065, -1.6564, 2.2537], [-0.6371, 1.3644, -1.7448], [0.0006, 0.3783, -0.2368], [-0.0110, -0.2373, -0.0316], [-0.2809, -0.1268, -0.0198], [-1.3574, -1.5230, -0.9388], [-0.1085, -1.2217, -0.8138], [0.7139, 1.5423, 1.5757], [0.7247, 0.5900, -0.0540], [-0.2147, 0.6292, 0.3611], [0.2289, -0.0210, -0.0892], [-1.6803, 0.1953, -0.4712], [2.0455, -0.1481, 0.2907], [0.5261, -0.2635, 0.2787], [-0.2405, -0.1393, -0.2073], [-0.5348, 0.2415, 0.0172], [-0.0643, -0.0207, 0.1252], [-1.8922, -0.1634, 0.2421], [-0.3942, 0.3918, -0.6531], [1.4379, -0.1112, 0.3090], [0.8427, -0.0473, 0.1997], [0.0941, -0.2098, -0.1251], [-0.0676, 0.2171, 0.0823], [0.2627, -0.2267, 1.2951], [3.6487, -0.3806, 4.1266], [-3.5185, 1.0979, -5.5915], [0.1020, -0.6410, 0.3250], [-0.2481, 0.0136, 0.5059], [-0.1384, 0.1668, -0.6257], [1.3950, -1.0676, 1.5956], [-0.5494, 0.2860, 0.0420], [-0.3080, 0.8031, -0.9694], [-0.4003, -0.1889, -0.5155], [0.1889, 0.2702, -0.1877], [-0.3671, -0.1423, 0.0155]]
}


{
  "formula": "C3H3ClF2O",
  "method": "ωB97M-V with the def2-TZVPD basis set",
  "e_homo_ha": -0.33533,
  "lumo_energy_ev": 0.8,
  "de_lowest_ev": 0.748,
  "homo_lumo_gap_ev": 9.9,
  "largest_force_ha_per_bohr": 0.070,
  "elements": ["C", "C", "C", "O", "F", "F", "Cl", "H", "H", "H"],
  "xyz": [[-2.345421, -0.510247, 0.111094], [-3.643724, -0.273051, 0.012366], [-0.003121, -0.057433, 0.499175], [-1.291491, 0.448985, 0.143149], [-1.896598, -1.780671, 0.084116], [-4.440763, -1.341440, -0.074671], [-4.234332, 1.344365, 0.095600], [0.420478, -0.753739, -0.347210], [-0.092807, -0.758292, 1.298869], [0.919206, 0.602784, 0.776120]],
  "forces_ev_per_angstrom": [[3.0945, 0.7044, -0.0882], [0.8988, 0.4643, 0.3666], [2.4855, -2.1426, -1.5034], [-1.5877, -0.6538, 0.0449], [-0.3786, 0.5951, 0.0085], [-0.5501, 0.6866, -0.0544], [-0.3133, -0.8346, -0.1361], [-0.8461, 1.4884, 1.1666], [-0.1653, -0.2751, 0.8995], [-2.6378, -0.0328, -0.7040]]
}


{
  "formula": "C26H25CrN5OS",
  "method": "ωB97M-V with the def2-TZVPD basis set",
  "e_homo_ha": [-0.62325, -0.62497],
  "total_charge": 3,
  "multiplicity": 4,
  "lumo_energy_ev": [-10.2, -9.8],
  "homo_lumo_gap_ev": [6.7, 7.2],
  "largest_force_ha_per_bohr": 0.003,
  "elements": ["Cr", "C", "C", "C", "C", "N", "C", "C", "C", "C", "C", "C", "N", "C", "C", "C", "C", "C", "N", "H", "H", "H", "H", "H", "H", "H", "H", "H", "H", "H", "N", "C", "N", "C", "C", "C", "C", "C", "C", "H", "H", "H", "H", "H", "H", "O", "S", "C", "C", "C", "C", "H", "H", "H", "H", "H", "H", "H", "H"],
  "xyz": [[0.236753, -0.265464, -0.168916], [0.565730, -0.545511, -4.498178], [-0.145348, -1.703563, -4.759393], [-0.687491, -2.423918, -3.699340], [-0.506496, -1.963011, -2.413635], [0.182412, -0.819404, -2.160436], [0.706374, -0.135560, -3.184503], [-0.989560, -2.667874, -1.202972], [-1.656706, -3.878764, -1.160377], [-1.974360, -4.414360, 0.081886], [-1.612173, -3.757441, 1.253348], [-0.948812, -2.550238, 1.147809], [-0.677103, -2.034266, -0.061983], [-0.427714, -1.722329, 2.261685], [-0.553244, -2.048806, 3.594876], [0.016468, -1.215687, 4.552419], [0.699151, -0.080815, 4.146422], [0.785941, 0.192066, 2.793822], [0.233748, -0.602808, 1.866620], [1.010586, 0.035446, -5.293383], [-0.274879, -2.052905, -5.775283], [-1.235477, -3.336208, -3.886779], [1.257698, 0.760585, -2.934921], [-1.917710, -4.408986, -2.064613], [-2.493587, -5.362257, 0.138892], [-1.838417, -4.194255, 2.215108], [-1.078122, -2.944092, 3.896094], [-0.068672, -1.459697, 5.603277], [1.165005, 0.583153, 4.860696], [1.317948, 1.060372, 2.427786], [2.785458, 3.034932, -0.564088], [1.582276, 2.463703, -0.580976], [1.643685, 1.183003, -0.237048], [2.998819, 0.910029, 0.012443], [3.630053, -0.272788, 0.395950], [4.998555, -0.224838, 0.559336], [5.723527, 0.962319, 0.351928], [5.106762, 2.136043, -0.026287], [3.726844, 2.079175, -0.192200], [2.972788, 4.001713, -0.789679], [0.677954, 2.988006, -0.846872], [3.086714, -1.197984, 0.563199], [5.532586, -1.117952, 0.853438], [6.795383, 0.950776, 0.493086], [5.668928, 3.046194, -0.185252], [-1.279600, 0.856616, -0.280661], [-2.485070, 0.981146, 0.731755], [-3.904005, 1.227120, -0.385567], [-4.370037, 2.675490, -0.212493], [-3.136238, 3.497741, 0.145934], [-2.446548, 2.709244, 1.252480], [-4.656095, 0.475383, -0.154057], [-3.485215, 1.032230, -1.374175], [-5.111749, 2.739538, 0.584320], [-4.846024, 3.019163, -1.129387], [-3.395717, 4.495297, 0.496882], [-2.476219, 3.606530, -0.716957], [-3.018431, 2.732260, 2.184585], [-1.411326, 2.966507, 1.474336]],
  "forces_ev_per_angstrom": [[-0.0172, -0.1120, -0.0183], [-0.0072, -0.0127, -0.0099], [0.0103, 0.0102, -0.0084], [-0.0161, -0.0145, -0.0097], [0.0184, 0.0140, 0.0007], [0.0092, 0.0141, 0.0152], [-0.0049, -0.0090, 0.0187], [0.0073, 0.0102, 0.0156], [-0.0119, -0.0187, -0.0027], [0.0018, -0.0048, 0.0000], [-0.0144, -0.0163, 0.0005], [0.0157, 0.0153, -0.0196], [0.0077, 0.0214, 0.0136], [0.0050, 0.0073, 0.0003], [-0.0063, -0.0159, 0.0099], [0.0101, 0.0150, 0.0038], [-0.0077, -0.0206, 0.0158], [0.0060, 0.0003, -0.0199], [-0.0128, 0.0326, 0.0093], [-0.0011, -0.0021, -0.0006], [0.0006, 0.0001, 0.0021], [0.0003, 0.0033, 0.0017], [-0.0025, 0.0013, 0.0046], [0.0024, 0.0027, 0.0007], [0.0002, 0.0017, 0.0000], [0.0002, 0.0033, -0.0009], [-0.0004, 0.0030, -0.0004], [-0.0001, -0.0007, -0.0020], [-0.0010, -0.0004, -0.0015], [-0.0054, 0.0018, -0.0029], [0.0208, 0.0141, -0.0193], [0.0356, -0.0094, 0.0476], [-0.0896, -0.0118, -0.0531], [0.0030, 0.0203, -0.0102], [0.0010, 0.0037, 0.0098], [-0.0049, -0.0150, 0.0027], [-0.0013, 0.0081, -0.0008], [0.0191, 0.0175, -0.0021], [-0.0350, -0.0203, 0.0080], [0.0001, 0.0005, -0.0013], [-0.0027, -0.0013, 0.0032], [0.0019, -0.0067, -0.0010], [-0.0028, 0.0029, -0.0019], [-0.0006, 0.0021, -0.0008], [0.0014, -0.0048, 0.0004], [0.0695, 0.1368, 0.0238], [0.0017, -0.0436, -0.0307], [0.0087, -0.0061, 0.0138], [0.0073, 0.0120, -0.0061], [-0.0117, 0.0035, 0.0011], [-0.0187, -0.0127, 0.0095], [0.0043, -0.0017, 0.0016], [-0.0022, -0.0041, -0.0014], [-0.0009, -0.0076, 0.0003], [-0.0009, 0.0013, 0.0007], [0.0008, 0.0013, -0.0030], [0.0022, -0.0002, 0.0026], [0.0006, -0.0011, -0.0018], [0.0070, -0.0076, -0.0069]]
}